[1]
{"formula": "C47H47NP2Zn", "method": "wB97M-V/def2-TZVPD", "total_charge": 0, "energy_ha": -4335.6496, "fmax_ha_per_bohr": 0.0584, "homo_energy_ev": -6.2535, "orbital_gap_ha": 0.213, "species": ["Zn", "C", "C", "C", "C", "C", "C", "C", "C", "C", "H", "H", "H", "H", "H", "H", "H", "H", "H", "H", "H", "H", "H", "H", "H", "P", "P", "C", "C", "C", "C", "C", "C", "C", "C", "C", "C", "C", "C", "C", "C", "C", "C", "C", "C", "C", "C", "C", "C", "C", "C", "C", "C", "H", "H", "H", "H", "H", "H", "H", "H", "H", "H", "H", "H", "H", "H", "H", "H", "H", "H", "H", "H", "H", "H", "C", "C", "C", "C", "C", "C", "N", "C", "C", "C", "C", "C", "C", "H", "H", "H", "H", "H", "H", "H", "H", "H", "H"], "positions_angstrom": [[1.565, -1.396, -3.560], [-2.873, 0.299, -0.040], [-3.695, 0.311, -1.119], [-4.173, 1.392, -2.093], [-3.051, 2.250, -2.633], [-2.318, 2.957, -1.551], [-2.691, 3.308, -0.310], [-3.651, 2.607, 0.599], [-2.933, 1.333, 1.090], [3.210, -0.658, -4.337], [-2.100, -0.479, 0.123], [-4.259, -0.607, -1.360], [-4.912, 2.041, -1.603], [-4.675, 0.927, -2.959], [-2.288, 1.730, -3.220], [-3.533, 2.953, -3.319], [-1.255, 3.076, -1.785], [-2.231, 4.153, 0.237], [-4.499, 2.181, 0.075], [-4.009, 3.286, 1.411], [-1.918, 1.560, 1.440], [-3.415, 0.869, 1.962], [3.957, -1.383, -4.048], [3.630, 0.297, -3.984], [3.102, -0.718, -5.398], [0.508, -2.064, -6.807], [2.411, 0.201, -7.418], [-0.202, -0.520, -7.398], [0.701, 0.324, -7.971], [0.074, -2.985, -8.481], [-0.907, -2.490, -9.351], [-1.423, -3.274, -10.386], [-0.872, -4.535, -10.644], [0.281, -4.920, -9.944], [0.775, -4.134, -8.890], [-0.792, -2.359, -5.532], [-0.859, -1.590, -4.357], [-1.937, -1.754, -3.481], [-2.974, -2.646, -3.789], [-2.883, -3.418, -4.961], [-1.778, -3.301, -5.808], [3.002, 0.452, -9.214], [2.552, -0.357, -10.278], [2.607, 0.146, -11.585], [3.143, 1.417, -11.839], [3.683, 2.161, -10.777], [3.664, 1.645, -9.475], [2.474, 1.904, -6.663], [3.609, 2.308, -5.929], [3.716, 3.634, -5.490], [2.688, 4.567, -5.702], [1.565, 4.147, -6.424], [1.448, 2.832, -6.873], [-1.298, -0.389, -7.371], [0.505, 1.089, -8.747], [-1.303, -1.483, -9.251], [-2.257, -2.901, -10.986], [-1.335, -5.204, -11.384], [0.785, -5.849, -10.226], [1.702, -4.421, -8.399], [-0.087, -0.814, -4.136], [-1.971, -1.203, -2.531], [-3.857, -2.721, -3.137], [-3.691, -4.106, -5.203], [-1.702, -3.918, -6.699], [2.154, -1.355, -10.104], [2.208, -0.430, -12.425], [3.115, 1.841, -12.859], [4.083, 3.156, -10.953], [4.116, 2.199, -8.657], [4.389, 1.580, -5.678], [4.621, 3.964, -4.978], [2.773, 5.604, -5.349], [0.762, 4.848, -6.649], [0.520, 2.578, -7.384], [2.152, 2.263, 1.407], [1.456, 2.480, 0.207], [1.264, 1.458, -0.722], [1.628, 0.122, -0.408], [2.255, -0.086, 0.867], [2.493, 0.944, 1.763], [1.310, -1.019, -1.156], [0.825, -2.121, -0.422], [1.089, -3.496, -0.709], [0.717, -4.484, 0.213], [-0.029, -4.200, 1.364], [-0.453, -2.882, 1.552], [0.000, -1.868, 0.708], [2.460, 3.094, 2.064], [1.063, 3.477, -0.010], [0.805, 1.701, -1.665], [2.558, -1.093, 1.173], [2.967, 0.736, 2.723], [1.606, -3.761, -1.638], [0.961, -5.521, 0.004], [-0.265, -4.997, 2.075], [-1.133, -2.647, 2.372], [-0.261, -0.831, 0.928]]}

---

[2]
{"formula": "C47H48B2LaN15Se", "method": "wB97M-V/def2-TZVPD", "de_lowest_ev": 0.0000, "total_charge": 1, "spin_multiplicity": 2, "energy_ha": -5123.9070, "fmax_ha_per_bohr": 0.0527, "homo_energy_ev": [-10.6955, -10.6938], "orbital_gap_ha": [0.316, 0.216], "species": ["La", "C", "C", "C", "C", "N", "N", "B", "N", "N", "C", "C", "C", "C", "C", "C", "C", "C", "C", "C", "N", "N", "C", "C", "C", "C", "C", "C", "C", "C", "C", "C", "C", "C", "C", "C", "C", "C", "H", "H", "H", "H", "H", "H", "H", "H", "H", "H", "H", "H", "H", "H", "H", "H", "H", "H", "H", "H", "H", "H", "H", "H", "H", "H", "H", "H", "C", "C", "C", "C", "N", "N", "B", "N", "C", "C", "C", "C", "N", "N", "C", "C", "C", "C", "N", "N", "C", "C", "C", "C", "N", "H", "H", "H", "H", "H", "H", "H", "H", "H", "H", "H", "H", "H", "H", "H", "H", "H", "H", "H", "H", "Se", "C", "N"], "positions_angstrom": [[-0.175, 0.211, 0.450], [-2.435, 3.900, 4.354], [-1.335, 3.079, 3.726], [-0.118, 2.728, 4.384], [0.785, 2.288, 3.385], [0.075, 2.103, 2.219], [-1.217, 2.690, 2.425], [-2.317, 2.912, 1.259], [-3.301, 1.624, 1.144], [-2.962, 0.588, 0.215], [-4.126, -0.033, -0.059], [-5.150, 0.405, 0.841], [-4.603, 1.520, 1.540], [-5.367, 2.433, 2.481], [-4.362, -0.970, -1.193], [-3.675, -0.814, -2.421], [-3.890, -1.704, -3.459], [-4.816, -2.729, -3.328], [-5.580, -2.853, -2.168], [-5.368, -1.961, -1.106], [-1.590, 3.243, -0.134], [-0.877, 2.281, -0.943], [-0.677, 2.873, -2.156], [-1.122, 4.229, -2.096], [-1.758, 4.391, -0.842], [-2.466, 5.654, -0.415], [-0.012, 2.209, -3.333], [0.899, 2.969, -4.109], [1.644, 2.332, -5.115], [1.426, 0.982, -5.395], [0.466, 0.261, -4.686], [-0.263, 0.867, -3.656], [2.250, 2.228, 3.676], [2.640, 1.792, 4.973], [3.989, 1.824, 5.318], [4.950, 2.310, 4.427], [4.538, 2.756, 3.174], [3.211, 2.765, 2.792], [-2.185, 4.070, 5.416], [-3.381, 3.371, 4.340], [-2.517, 4.872, 3.841], [0.108, 2.983, 5.432], [-2.996, 3.890, 1.572], [-6.160, 0.033, 0.874], [-6.438, 2.247, 2.372], [-5.160, 3.488, 2.308], [-5.121, 2.246, 3.529], [-2.979, 0.048, -2.517], [-3.295, -1.577, -4.363], [-4.901, -3.468, -4.153], [-6.373, -3.616, -2.086], [-5.993, -1.989, -0.200], [-1.037, 4.989, -2.867], [-2.302, 6.356, -1.209], [-2.081, 6.059, 0.509], [-3.537, 5.517, -0.341], [0.963, 4.051, -3.954], [2.402, 2.909, -5.645], [2.024, 0.504, -6.168], [0.254, -0.791, -4.909], [-0.981, 0.266, -3.065], [1.827, 1.445, 5.633], [4.302, 1.510, 6.336], [5.997, 2.282, 4.714], [5.293, 3.076, 2.426], [2.886, 3.151, 1.804], [-2.651, -3.401, 0.978], [-1.764, -3.124, -0.232], [-1.650, -3.983, -1.391], [-0.658, -3.350, -2.158], [-0.071, -2.334, -1.468], [-0.934, -2.074, -0.359], [1.522, -2.551, -1.154], [1.684, -2.755, 0.394], [2.304, -3.725, 1.074], [2.110, -3.597, 2.468], [1.308, -2.391, 2.559], [0.748, -1.735, 3.793], [1.065, -1.884, 1.328], [2.189, -1.181, -1.641], [3.271, -0.973, -2.421], [3.738, 0.340, -2.309], [2.789, 0.976, -1.443], [2.845, 2.410, -0.980], [1.814, 0.060, -1.111], [2.181, -3.721, -1.940], [1.743, -5.047, -2.037], [2.821, -5.868, -2.273], [3.913, -4.951, -2.497], [5.301, -5.313, -2.930], [3.518, -3.684, -2.320], [-3.076, -2.472, 1.365], [-3.459, -4.070, 0.736], [-2.076, -3.888, 1.778], [-2.239, -4.883, -1.545], [-0.270, -3.705, -3.119], [2.842, -4.499, 0.539], [2.491, -4.128, 3.335], [0.782, -2.441, 4.642], [1.290, -0.834, 4.057], [-0.278, -1.439, 3.607], [3.649, -1.752, -3.048], [4.635, 0.815, -2.718], [3.601, 2.561, -0.195], [3.061, 3.050, -1.832], [1.896, 2.717, -0.569], [0.713, -5.356, -1.875], [2.917, -6.963, -2.222], [5.275, -6.073, -3.704], [5.780, -4.402, -3.345], [5.883, -5.674, -2.096], [3.582, -0.009, 1.394], [3.923, -0.743, 3.028], [4.018, -1.265, 4.062]]}